Record 1
8
Properties=species:S:1:pos:R:3 method="wB97M-V/def2-TZVPD" e_above_lowest_kcal_mol=101.50 gap_ev=11.42 smiles=OCOO homo_ev=-10.674 charge=0 total_energy_ev=-7240.24960
C -0.333 0.200 0.332
O -1.149 -0.354 -0.633
O 1.557 -0.434 -0.578
O 0.904 -0.221 0.649
H -0.179 1.211 -0.035
H -0.990 0.325 1.446
H -1.390 -1.252 -0.351
H 1.581 0.525 -0.829

---

Record 2
9
Properties=species:S:1:pos:R:3 method="wB97M-V/def2-TZVPD" e_above_lowest_kcal_mol=62.53 gap_ev=9.84 smiles=OCOSO homo_ev=-9.741 charge=0 total_energy_ev=-18077.13578
C -0.688 0.828 -0.525
O -1.809 0.107 -0.204
O 1.613 -0.961 1.197
O 0.340 0.172 -1.081
S 0.809 -1.416 -0.146
H -0.390 1.237 0.466
H -0.904 1.747 -1.127
H -1.611 -0.719 0.358
H 2.639 -0.995 1.062

---

Record 3
7
Properties=species:S:1:pos:R:3 method="wB97M-V/def2-TZVPD" e_above_lowest_kcal_mol=71.18 gap_ev="7.30 / 8.67" homo_ev="-8.014 / -8.586" charge=0 total_energy_ev=-13980.70160
C 0.905 -0.158 0.767
O -0.776 0.802 -0.170
S -1.791 0.018 -0.992
H 1.340 -0.842 -0.011
H 0.205 -0.717 1.440
H 1.316 0.680 1.171
H -1.199 0.216 -2.204

---

Record 4
8
Properties=species:S:1:pos:R:3 method="wB97M-V/def2-TZVPD" e_above_lowest_kcal_mol=38.69 gap_ev=8.35 homo_ev=-8.207 charge=0 total_energy_ev=-24817.59751
C -0.169 0.770 0.580
O 1.385 -0.716 -0.648
S -1.897 -0.630 0.132
S 1.135 -0.219 0.891
H -0.137 1.268 -0.393
H -0.588 1.311 1.450
H 2.090 -1.421 -0.857
H -1.819 -0.362 -1.154